Below is a molecular structure, C15H20NO9S2, with properties calculated with the ωB97M-V functional and the def2-TZVPD basis.

```
47
C15H20NO9S2 the ωB97M-V functional and the def2-TZVPD basis
O -3.46 -3.67 -1.01
S -3.31 -4.17 0.36
O -4.50 -4.99 0.67
O -3.23 -2.96 1.47
N -1.98 -5.19 0.40
S -0.64 -4.50 1.10
O 0.50 -5.43 1.02
O -0.85 -4.18 2.53
C -0.09 -2.95 0.28
C -0.17 -2.94 -1.29
C 0.10 -1.63 -1.99
C 0.07 -1.46 -3.42
C -0.27 -2.62 -4.24
C -0.52 -3.88 -3.58
C -0.46 -4.08 -2.13
H -4.16 -2.82 1.73
H -0.63 -2.03 0.64
H 0.99 -2.80 0.56
H 0.35 -0.73 -1.37
H 0.29 -0.46 -3.85
H -0.31 -2.47 -5.34
H -0.77 -4.75 -4.23
H -0.64 -5.08 -1.68
O 2.77 -0.54 0.25
C 2.06 0.12 0.95
O 1.24 1.11 0.50
C 0.61 1.76 1.62
C 0.66 0.75 2.75
C 1.96 0.00 2.45
H 1.17 2.67 1.85
H -0.41 2.02 1.36
H 0.63 1.20 3.74
H -0.18 0.06 2.67
H 2.82 0.49 2.91
H 1.89 -1.04 2.76
O 0.74 5.94 2.56
C 0.65 5.69 1.39
O -0.28 4.84 0.86
C -0.04 4.69 -0.55
C 0.74 5.92 -0.96
C 1.54 6.23 0.29
H 0.52 3.77 -0.71
H -1.00 4.62 -1.07
H 1.35 5.77 -1.85
H 0.05 6.75 -1.16
H 2.49 5.69 0.31
H 1.71 7.30 0.42
```

Results
Largest force on an atom: 4.7 eV/A
LUMO energy: 2.0 eV
Charge: -1
Highest occupied orbital energy: -5.7 eV

---

Below is C11H10S in the gas phase, with properties calculated with the ωB97M-V functional and the def2-TZVPD basis.

```
22
C11H10S the ωB97M-V functional and the def2-TZVPD basis
C -1.01 2.42 -0.15
C -0.96 1.00 0.30
C 0.13 0.22 0.18
C 1.37 0.95 0.08
C 2.60 0.38 0.24
C 2.64 -0.96 0.55
C 1.56 -1.82 0.69
C 0.20 -1.23 0.39
C -0.81 -2.12 0.00
C -2.12 -2.01 -0.56
C -2.98 -1.01 -0.27
S -2.56 0.34 0.82
H -1.99 2.72 -0.09
H -0.53 2.72 -1.14
H -0.36 2.90 0.60
H 1.22 2.04 0.09
H 3.53 0.95 -0.05
H 3.60 -1.55 0.71
H 1.74 -2.81 1.11
H -0.48 -3.14 -0.14
H -2.29 -2.75 -1.40
H -3.92 -0.93 -0.79
```

Results
Largest force on an atom: 5.8 eV/A
Relative energy (zero: lowest compared OMol25 entry of this formula, charge and spin): 249.8 kJ/mol
LUMO energy (alpha / beta): -0.7 / -0.7 eV
Highest occupied orbital energy (alpha / beta): -7.2 / -7.2 eV

---

Below is a molecular structure, C22H29N3O2, with properties calculated with the ωB97M-V functional and the def2-TZVPD basis.

```
56
C22H29N3O2 the ωB97M-V functional and the def2-TZVPD basis
C -3.38 -3.83 -1.12
H -4.24 -4.51 -0.97
H -3.48 -2.91 -0.76
H -2.48 -4.20 -0.88
C -3.60 -3.39 -2.75
N -2.46 -2.64 -3.15
C -1.27 -3.32 -3.49
H -1.44 -4.01 -4.46
C -0.20 -3.78 -2.67
N 0.13 -2.91 -1.68
C 1.45 -2.10 -1.90
O 2.10 -2.08 -2.89
C 1.28 -0.92 -0.91
C 2.17 0.09 -1.28
C 2.31 1.28 -0.46
C 1.95 1.00 1.10
C 1.17 -0.17 1.43
C 1.05 -1.18 0.56
H 0.70 -2.13 0.68
H 1.12 -0.33 2.50
N 2.18 2.16 1.84
C 1.36 2.59 2.83
C 1.94 3.56 3.44
C 3.29 3.53 3.24
C 3.55 2.80 1.92
C 4.65 2.17 1.41
H 5.32 2.49 2.16
H 4.78 1.12 1.18
H 4.81 2.73 0.67
H 3.91 4.19 3.56
C 1.20 4.46 4.29
O 1.57 5.44 4.99
C -0.36 4.07 4.43
C -1.07 3.67 3.15
H -2.08 3.44 3.27
C -0.05 2.25 2.60
H -0.58 2.14 1.52
H -0.42 1.34 3.54
H -0.79 4.38 2.37
H -0.76 4.98 4.90
H -0.58 3.18 5.29
H 2.92 2.00 -0.46
H 2.39 0.30 -2.21
H -0.59 -2.60 -0.86
H -0.61 -4.60 -2.11
H 0.55 -4.32 -3.24
H -0.76 -2.61 -4.27
C -2.48 -1.41 -2.74
C -3.45 -0.44 -3.19
H -3.60 -0.50 -4.04
H -4.37 -0.81 -2.61
H -3.31 0.57 -2.88
H -2.17 -1.37 -1.83
H -1.51 -0.96 -3.11
H -4.49 -3.24 -2.89
H -3.26 -4.68 -3.08
```

Results
Largest force on an atom: 16.6 eV/A
Relative energy (zero: lowest compared OMol25 entry of this formula, charge and spin): 1916.7 kJ/mol
LUMO energy: -0.6 eV
Highest occupied orbital energy: -7.8 eV

---

Total energy values (in hartree) by entry order: -2111.8904 -823.2277 -1169.8188.